Record 1
Formula: C22H49FN8O10S
Source: the OMol25 dataset
Level of theory: ωB97M-V/def2-TZVPD

Structure (XYZ):
```
91
C22H49FN8O10S (ωB97M-V/def2-TZVPD)
C 3.9772 -3.6602 -1.3680
C 4.1682 -3.2679 -2.7977
C 3.6030 -1.8745 -3.4784
N 2.0967 -1.7515 -3.5025
C 1.3886 -3.0861 -3.5079
O -0.0603 -2.9972 -3.8745
N -0.7126 -3.7657 -2.9444
O -1.4032 -2.9816 -2.2676
S 1.4783 -0.6482 -2.3006
O 1.6913 -1.2343 -0.8750
O -0.0215 -0.2595 -2.5293
F 2.3772 0.8472 -2.4250
H 3.6818 -2.9275 -0.4973
H 4.1001 -4.8218 -1.1218
H 4.7284 -4.0332 -3.5138
H 4.1336 -0.9550 -2.9334
H 3.9666 -1.7935 -4.6126
H 1.4265 -3.6797 -2.5001
H 1.8990 -3.7562 -4.3451
C 1.6950 2.9528 2.4156
C 1.9819 4.0813 1.4640
O 2.6234 5.0743 1.7963
N 1.5006 3.9727 0.1907
C 0.7328 2.8901 -0.3777
H 2.1364 3.1713 3.3915
H 0.6149 2.8377 2.5420
H 2.1340 2.0255 2.0369
H 1.7289 4.7655 -0.3978
H 1.2887 2.4888 -1.2284
H -0.2199 3.2954 -0.7269
H 0.5443 2.0908 0.3408
C 6.7542 1.4975 3.2143
C 6.6254 0.6623 1.9704
O 7.0312 -0.4952 1.9110
N 6.0319 1.2357 0.8824
C 5.4981 2.5720 0.7648
H 7.2442 0.9167 4.0001
H 7.3625 2.3824 3.0074
H 5.7628 1.7927 3.5691
H 5.9770 0.6199 0.0793
H 4.4379 2.4937 0.5121
H 6.0266 3.0793 -0.0457
H 5.6091 3.1475 1.6851
C -4.4944 0.8155 1.2490
C -3.0269 1.0681 1.0383
O -2.3726 1.7971 1.7787
N -2.4251 0.4522 -0.0215
C -3.0264 -0.4320 -0.9918
H -4.8418 1.3672 2.1264
H -5.0601 1.1583 0.3781
H -4.6682 -0.2506 1.4192
H -1.4377 0.6643 -0.1061
H -2.5034 -1.3904 -0.9486
H -2.8925 0.0088 -1.9825
H -4.0899 -0.5915 -0.8074
C -4.9457 -3.2416 2.5941
C -6.1268 -2.3113 2.6251
O -6.0150 -1.1157 2.8817
N -7.3561 -2.8407 2.3543
C -7.6806 -4.2107 2.0340
H -4.0328 -2.6876 2.8277
H -5.0729 -4.0301 3.3412
H -4.8407 -3.6772 1.5965
H -8.1070 -2.1612 2.3917
H -8.1560 -4.2265 1.0504
H -8.3867 -4.5769 2.7830
H -6.8004 -4.8552 2.0209
C 6.9077 0.7734 -5.1155
C 6.9030 -0.5785 -4.4569
O 5.8883 -1.2649 -4.3725
N 8.0826 -1.0355 -3.9427
C 9.3669 -0.3758 -3.9474
H 5.9045 1.0107 -5.4791
H 7.2041 1.5388 -4.3928
H 7.5930 0.7702 -5.9677
H 8.0100 -1.9509 -3.5139
H 10.0768 -1.0172 -4.4751
H 9.6905 -0.2540 -2.9110
H 9.3318 0.6008 -4.4327
C -10.1923 2.9342 2.6161
C -10.1970 1.5823 3.2748
O -11.2117 0.8959 3.3591
N -9.0174 1.1252 3.7890
C -7.7331 1.7850 3.7842
H -11.1955 3.1715 2.2526
H -9.8959 3.6995 3.3389
H -9.5070 2.9309 1.7639
H -9.0900 0.2098 4.2178
H -7.0232 1.1435 3.2565
H -7.4095 1.9068 4.8206
H -7.7682 2.7616 3.2990
```

Properties
HOMO level: -9.0 eV
frontier orbital gap: 7.89 eV
E: -69550.05017 eV
lowest unoccupied orbital energy: -1.08 eV

Atomic partial charges in e from the Mulliken method, atoms 1 to 8: atom 1 (C): -0.66, atom 2 (C): -0.06, atom 3 (C): -0.37, atom 4 (N): 0.24, atom 5 (C): -0.50, atom 6 (O): -0.13, atom 7 (N): 0.01, atom 8 (O): -0.14

Record 2
Formula: C5H6N2O
Source: the OMol25 dataset
Level of theory: ωB97M-V/def2-TZVPD

Structure (XYZ):
```
14
C5H6N2O (ωB97M-V/def2-TZVPD)
C -0.5950 -0.8426 1.8151
C 0.6722 -1.3505 0.9760
C 0.5393 -0.4772 -0.1650
C 0.4237 1.0830 -1.7329
C -0.4431 0.5037 -0.0078
H -1.3589 -1.6090 1.7950
H -0.3669 -0.3957 2.8275
H 1.6283 -1.3041 1.6055
H 0.4993 -2.4326 0.8179
H 1.9252 -0.4777 -1.8408
H 0.6079 1.5542 -2.7153
N 1.0609 -0.1243 -1.3944
N -0.6385 1.3685 -0.9569
O -1.1843 0.3071 1.0822
```

Properties
HOMO level: -7.5 eV
frontier orbital gap: 8.29 eV
E: -10308.37073 eV
lowest unoccupied orbital energy: 0.83 eV

Atomic partial charges in e from the natural (NBO) method, atoms 1 to 8: atom 1 (C): -0.05, atom 2 (C): -0.44, atom 3 (C): -0.05, atom 4 (C): 0.15, atom 5 (C): 0.41, atom 6 (H): 0.19, atom 7 (H): 0.20, atom 8 (H): 0.21

Record 3
Formula: C5H14
Source: the OMol25 dataset
Level of theory: ωB97M-V/def2-TZVPD

Structure (XYZ):
```
19
C5H14 (ωB97M-V/def2-TZVPD)
C -1.1006 1.3847 -1.5553
C -0.2709 2.6300 -1.1576
H -1.7426 1.0963 -0.7240
H -1.7669 1.7163 -2.3633
H -0.4666 0.5764 -1.9113
H -0.9225 3.4350 -0.8183
H 0.2966 2.9618 -2.0270
H 0.4628 2.4090 -0.3750
C 0.8010 -1.2784 0.4618
C -0.3619 -2.2651 0.4629
C 1.0247 -0.6259 1.8518
H 1.7183 -1.8238 0.2342
H 0.7035 -0.5191 -0.3062
H -1.2610 -1.8290 0.9121
H 1.9935 -0.8668 2.2735
H 0.8107 0.4406 1.8029
H -0.1144 -3.1525 1.0556
H -0.6051 -2.6006 -0.5538
H 0.2381 -0.9630 2.5299
```

Properties
HOMO level (spin up / spin down): 1.6 / -7.9 eV
frontier orbital gap (spin up / spin down): 2.71 / 12.08 eV
E: -5410.27178 eV
expectation value of S²: 0.7504
2S+1: 2
total charge: -1
lowest unoccupied orbital energy (spin up / spin down): 4.29 / 4.22 eV

Atomic partial charges in e from the natural (NBO) method, atoms 1 to 8: atom 1 (C): -0.96, atom 2 (C): -0.80, atom 3 (H): 0.18, atom 4 (H): 0.18, atom 5 (H): 0.19, atom 6 (H): 0.19, atom 7 (H): 0.18, atom 8 (H): 0.19

Record 4
Formula: C7H7N2
Source: the OMol25 dataset
Level of theory: ωB97M-V/def2-TZVPD

Structure (XYZ):
```
16
C7H7N2 (ωB97M-V/def2-TZVPD)
C 2.7017 0.1151 0.0215
C 1.9528 -1.0647 -0.1020
C 1.6811 1.2636 0.0681
C -0.4861 -1.5815 -0.0610
C 0.5609 -0.7615 -0.1170
C -2.3342 -0.0836 -0.0763
C 0.4122 0.7877 -0.0848
N -1.7337 -1.1185 0.0497
N -3.2390 0.7641 -0.0135
H 3.7849 0.3397 0.2515
H 2.4719 -1.9470 -0.0954
H 2.0641 2.2573 0.0305
H -0.2935 -2.7191 0.0245
H -0.5257 1.3686 0.0355
H -3.9829 0.9584 -0.6492
H -3.0345 1.4215 0.7179
```

Properties
HOMO level (spin up / spin down): -12.5 / -12.5 eV
frontier orbital gap (spin up / spin down): 7.24 / 7.24 eV
E: -10342.09013 eV
total charge: +1
lowest unoccupied orbital energy (spin up / spin down): -5.31 / -5.31 eV

Atomic partial charges in e from the natural (NBO) method, atoms 1 to 8: atom 1 (C): -0.13, atom 2 (C): -0.26, atom 3 (C): -0.14, atom 4 (C): -0.06, atom 5 (C): 0.04, atom 6 (C): 0.71, atom 7 (C): -0.29, atom 8 (N): -0.26

Q: E of number 3 (C5H14)?
A: -5410.27178 eV

Q: The highest E belongs to which entry?
A: C5H14